A structure of composition C8H18N5OReS. Source: the OMol25 dataset; level of theory: ωB97M-V with the def2-TZVPD basis set.

ORCA input file:
```
! wB97M-V def2-TZVPD RIJCOSX def2/J DEFGRID3
* xyz 3 2
Re -0.231 -0.603 0.426
N 1.303 -1.944 -0.115
C 2.109 -2.334 1.099
C 1.137 -2.583 2.227
N 0.257 -1.355 2.339
H 0.898 -2.789 -0.527
H 1.924 -1.572 -0.837
H 2.782 -1.506 1.329
H 2.717 -3.213 0.885
H 1.650 -2.762 3.171
H 0.484 -3.432 2.022
H 0.733 -0.653 2.916
H -0.588 -1.574 2.875
C -1.741 1.827 1.065
C -1.175 2.604 -0.111
S 0.613 2.449 -0.199
O 0.779 0.826 -0.326
C 0.990 3.008 -1.869
C 2.476 2.878 -2.168
H -2.820 1.981 1.122
H -1.296 2.103 2.019
H -1.685 0.703 0.974
H -1.342 3.676 0.044
H -1.604 2.323 -1.075
H 0.657 4.053 -1.855
H 0.342 2.443 -2.543
H 3.080 3.460 -1.473
H 2.648 3.269 -3.170
H 2.804 1.839 -2.156
N -1.654 -1.590 -0.125
C -2.672 -2.073 -0.670
N -3.658 -2.484 -1.140
C -4.560 -3.187 -1.790
N -5.357 -3.788 -2.363
*
```

Values from the calculation:
calculated total energy = -1139.94020 Eh
HOMO (spin up / spin down) = -19.48 / -20.23 eV